Record 1
ORCA calculation (ωB97M-V with the def2-TZVPD basis set) on a 11-piece molecular cluster, C64H153N11O11 overall in a non-equilibrium geometry.

Structure (XYZ):
```
239
Properties=species:S:1:pos:R:3:mulliken_charge:R:1
H 5.309 7.551 -5.762 0.316
H 7.306 -0.650 -9.406 0.292
H -6.711 0.349 -9.534 0.405
C 7.892 8.086 -5.861 -0.595
H -2.224 -0.358 -12.208 0.339
H -4.738 -8.040 1.400 0.447
C 0.931 0.172 -0.753 -1.364
N 11.162 9.241 1.589 -0.713
H -0.056 -0.278 -0.862 0.402
C -4.496 2.227 -11.465 -1.605
N 0.521 -6.682 11.232 0.531
H -12.809 -0.811 7.758 0.317
H 1.586 -9.113 11.153 0.401
N -3.971 0.169 -9.987 0.034
C -0.400 10.238 1.137 -1.363
C -5.722 -7.917 -0.583 1.817
H -6.210 -0.055 -12.494 0.320
H 0.885 -7.398 7.960 0.407
O 9.445 6.903 0.730 -0.229
H 7.608 -7.004 3.572 0.344
H 7.532 7.646 -4.932 0.319
C -6.207 4.372 1.554 -0.801
H -8.851 -2.858 7.197 0.252
H -5.382 3.722 4.196 0.240
N -4.472 -8.139 -1.293 0.257
H -4.710 -8.898 -3.878 0.389
H -2.247 -8.456 -2.932 0.395
C -3.975 -1.002 -10.935 1.489
H 8.464 5.144 1.165 0.317
H 6.668 -8.336 3.193 0.366
H 8.152 -2.616 -4.988 0.267
H 0.051 -1.050 1.570 0.426
H -7.226 0.166 8.028 0.374
H -1.775 9.342 2.837 0.275
H -7.274 3.084 2.823 0.277
C -2.911 10.715 1.003 -0.693
H -10.796 -1.345 6.852 0.357
H 9.038 5.218 -0.471 0.245
C -10.199 -0.533 7.269 -0.674
H -1.372 -7.750 8.877 0.331
H -3.155 -3.061 -10.998 0.375
C -4.926 1.317 -10.307 1.524
H 11.019 9.151 0.593 0.265
O 1.184 -6.869 12.429 -0.492
H -5.197 3.058 -11.542 0.441
H -5.412 -2.097 -12.081 0.372
H -4.223 2.928 -8.963 0.360
O -11.076 0.349 7.968 -0.343
C 0.858 1.651 -0.378 1.886
C 0.289 0.783 3.424 -1.852
H -1.028 -5.677 13.226 0.528
H 2.485 3.134 0.065 0.300
C 8.828 -0.845 -5.561 0.414
H -4.248 -5.317 -3.175 0.464
H -1.155 -4.984 9.673 0.396
C 1.717 -0.843 0.178 -0.702
H 3.058 1.680 -0.745 0.331
C -2.669 -7.483 -2.680 -2.034
H -8.431 3.545 0.700 0.255
C -0.917 -6.434 11.275 1.676
C 0.617 -6.762 8.804 -1.212
H -6.407 5.213 3.975 0.327
H -0.543 3.049 1.788 0.334
C 6.770 0.020 -8.733 -0.683
O -5.101 4.698 2.458 -0.337
C -1.128 -5.228 12.237 -2.005
H -6.604 -9.529 -1.901 0.353
H 5.791 -0.379 -8.469 0.283
O -2.692 0.499 -9.443 -0.423
H -9.792 0.137 6.512 0.214
H -5.758 4.386 0.560 0.323
H -2.267 -2.022 -9.858 0.354
H -0.307 10.604 0.114 0.350
H 0.228 1.753 3.916 0.424
C -4.864 -7.824 -3.773 -1.684
H -3.744 0.010 -12.924 0.356
C -12.457 0.192 7.515 -0.746
H 4.849 8.683 -6.998 0.246
H 1.687 -1.848 -0.242 0.422
C -5.053 2.222 -8.997 -1.826
C -0.305 2.259 -1.178 -1.968
H -5.981 -4.488 -1.518 0.388
H 1.315 -5.957 12.697 0.345
H -2.312 -6.873 -3.509 0.423
H -5.480 1.515 0.810 0.343
C 8.924 9.107 -5.410 0.480
H 5.750 7.218 -7.461 0.284
N 6.216 -7.607 0.518 -0.761
O 7.531 0.237 -7.527 -0.325
C -9.044 -1.147 8.116 0.617
H 9.400 -3.792 1.376 0.337
C -1.694 -7.685 11.742 -1.814
C -6.830 3.018 1.830 0.496
H 8.288 -5.872 0.731 0.321
N -7.888 2.713 0.884 -0.726
H 10.553 6.764 2.495 0.400
H -2.522 -6.040 9.957 0.475
O -4.005 11.277 1.756 -0.363
H -8.515 0.702 9.035 0.347
C 8.079 -1.001 -6.919 -0.666
N 0.569 1.629 1.105 0.237
C -5.826 1.796 1.805 -1.257
C -5.193 11.231 1.025 -0.745
H 8.516 9.885 -4.766 0.287
H 6.862 -5.012 0.341 0.401
O -4.164 -9.534 -1.501 -0.502
C -3.249 -0.721 -12.285 -1.601
H -2.797 10.497 3.253 0.370
C 1.221 -8.805 10.173 -1.684
C 9.666 9.645 -6.541 -1.406
H 3.246 -7.218 9.160 0.383
O 0.383 2.949 1.557 -0.492
C 8.720 9.575 1.609 -1.241
H -1.304 1.855 -1.018 0.412
H -5.357 10.301 0.480 0.317
H 8.910 10.644 1.712 0.390
H -12.587 0.400 6.453 0.299
H -7.520 -2.378 7.770 0.264
H 10.143 4.838 0.795 0.316
C -3.242 -2.230 -10.299 -1.788
H -5.998 2.760 -8.920 0.413
H -0.656 0.254 3.300 0.396
H -6.074 11.428 1.636 0.263
H -3.436 2.481 -11.460 0.333
H 10.885 -0.802 -6.250 0.330
H -3.076 9.659 0.789 0.335
H 0.803 0.167 4.162 0.403
H 7.140 -7.804 0.159 0.306
H 3.262 1.062 1.407 0.303
H 2.128 2.952 -1.560 0.476
H -0.407 -4.417 12.139 0.371
C 1.165 0.788 2.145 1.498
H -1.768 -8.490 11.010 0.343
H -2.136 -7.066 -1.825 0.448
H 6.576 0.986 -9.198 0.235
H -1.415 11.967 1.803 0.275
H -4.627 1.755 -12.438 0.364
H -4.423 -7.359 -4.654 0.421
C -4.442 -5.879 -2.261 -1.344
H -3.508 -9.704 -0.821 0.349
H -3.810 -2.660 -9.474 0.437
H -6.907 1.474 -10.920 0.451
C 9.903 8.850 2.212 0.254
C 9.299 5.484 0.553 -0.811
O 6.826 8.751 -6.479 -0.305
H 8.851 7.022 2.775 0.396
C -7.978 -0.196 8.729 -1.385
N -1.817 10.320 3.083 -0.736
H 9.584 8.042 -3.770 0.203
H -7.689 -8.894 -0.707 0.426
H 2.880 2.193 2.641 0.369
C 2.678 1.172 2.320 -1.587
N 9.934 8.554 -4.567 -0.711
H -13.161 0.777 8.107 0.277
H 11.347 10.229 1.684 0.253
H -7.436 -0.850 -11.524 0.384
H -2.826 11.181 0.021 0.400
H -6.486 -8.075 1.534 0.368
H -1.258 -8.241 12.572 0.369
H 10.125 0.786 -6.186 0.345
H -5.442 -5.999 0.382 0.484
H -0.480 3.299 -0.901 0.442
C 1.289 -7.261 10.114 1.351
C -6.028 -6.357 -0.464 -1.412
H 7.987 -2.878 0.956 0.313
H 9.713 -2.701 -5.336 0.270
H 0.204 -9.184 10.074 0.283
H -1.334 -6.329 7.825 0.381
C 10.230 -0.162 -5.658 -1.338
H 10.223 8.843 -7.024 0.351
O 7.666 -4.651 2.196 -0.319
H 8.203 -8.165 2.396 0.299
C 9.673 7.278 2.107 -0.796
H -0.193 2.263 -2.262 0.409
C -5.441 4.738 3.805 -0.718
C -1.433 -6.005 9.935 -1.240
H 10.454 7.813 -5.015 0.261
H -5.690 -2.170 -10.374 0.430
H 1.545 -1.352 2.336 0.526
C 2.210 2.359 -0.649 -1.762
H 9.043 9.919 -7.392 0.346
H -5.183 1.672 -8.066 0.437
C 6.518 -6.729 1.697 0.383
C -6.876 -8.613 -1.376 -1.723
C -0.937 -6.759 8.745 -0.781
H 2.663 -5.720 9.826 0.445
C 7.321 -7.608 2.711 -1.331
H 5.608 -6.357 2.167 0.313
H -0.376 9.149 1.110 0.363
N 9.029 -2.133 -4.856 -0.687
H -9.514 -1.771 8.877 0.250
C -5.403 -1.490 -11.176 -1.205
H -7.272 -8.039 -2.214 0.324
C 8.412 -3.507 1.738 -0.812
H 7.800 9.312 2.132 0.320
H -6.257 0.894 2.239 0.336
H 10.377 10.411 -6.230 0.354
H 5.845 -6.950 -0.153 0.291
C -1.621 10.897 1.778 0.322
C -5.651 -8.331 0.881 -2.074
H -4.897 2.018 2.331 0.307
C 7.340 -5.549 1.161 -0.722
H 8.585 9.317 0.559 0.273
C -5.873 -5.547 -1.754 -0.633
C -4.163 -7.373 -2.505 1.690
H 10.088 9.080 3.262 0.360
H -5.672 -9.421 0.900 0.490
H -5.102 11.985 0.243 0.292
H 8.242 -0.172 -4.935 0.261
H -4.685 5.283 4.370 0.237
H 2.775 -0.581 0.190 0.288
H 10.686 -0.064 -4.673 0.344
N -8.292 -2.017 7.228 -0.770
C 5.639 7.993 -6.703 -0.729
H 1.971 -9.351 9.599 0.428
H -7.484 2.554 -0.028 0.294
H -6.972 5.146 1.611 0.401
H -2.193 0.886 -10.166 0.342
H -3.721 -5.466 -1.556 0.442
C 2.719 -6.792 10.014 -1.843
C 1.075 -0.679 1.619 -1.352
H 1.434 0.098 -1.717 0.432
H -5.937 -7.635 -3.726 0.286
H 3.304 -6.911 10.927 0.368
H -6.651 -5.832 -2.462 0.320
H -2.137 -4.817 12.259 0.378
H -3.223 -1.633 -12.881 0.445
C -6.288 0.694 -10.478 -1.200
H -2.688 -7.354 12.043 0.451
C -6.434 -0.420 -11.492 -0.758
H 0.493 10.674 1.585 0.340
H 1.048 -5.789 8.569 0.429
H 7.211 -1.639 -6.756 0.317
H -7.042 -6.278 -0.073 0.425
H 8.362 7.246 -6.374 0.301
H 8.603 -2.810 2.555 0.272
H -7.464 -0.716 9.537 0.351
H 3.236 0.582 3.048 0.361
H 8.649 -1.602 -7.628 0.340
```

Results
SMILES string   CC1(C)CCCC(C)(C)N1O.CC1(C)CCCC(C)(C)N1O.CC1(C)CCCC(C)(C)N1O.CC1(C)CCCC(C)(C)N1O.COC[C@H](C)N.COC[C@H](C)N.COC[C@H](C)N.COC[C@H](C)N.COC[C@H](C)N.COC[C@H](C)N.COC[C@H](C)N
LUMO level   0.351 eV
Energy relative to the best compared isomer or geometry (same formula, charge and spin)   135.46 kcal per mole
Electronic energy   -107749.3444 eV
Orbital gap   8.2 eV

=====

Record 2
ORCA calculation (ωB97M-V with the def2-TZVPD basis set) on a 2-piece molecular cluster, C3H7NO3S overall in a non-equilibrium geometry.

Structure (XYZ):
```
15
Properties=species:S:1:pos:R:3:mulliken_charge:R:1
H 2.735 1.103 -0.203 0.296
C -1.551 -0.466 0.704 -1.026
O 3.133 0.712 0.591 -0.722
O 0.409 -1.550 -1.480 -0.711
C 0.601 -1.004 -0.386 0.204
O 1.436 -1.370 0.515 -0.842
N -0.694 0.942 -1.197 -0.716
H -1.084 1.823 -0.879 0.263
H -1.846 -1.349 0.137 0.306
H 2.696 -0.182 0.570 0.432
H -1.416 0.426 -1.680 0.262
S -3.042 0.618 0.913 -0.791
C -0.329 0.182 0.022 0.372
H 0.206 0.883 0.663 0.363
H -1.255 -0.769 1.710 0.311
```

Results
LUMO level   6.106 eV
Energy relative to the best compared isomer or geometry (same formula, charge and spin)   17.69 kcal per mole
Total charge   -2
Electronic energy   -21692.5625 eV
Orbital gap   5.7 eV

=====

Record 3
ORCA calculation (ωB97M-V with the def2-TZVPD basis set) on C14H10AsCl4GdO8S as an isolated structure in a non-equilibrium geometry.

Structure (XYZ):
```
39
Properties=species:S:1:pos:R:3:mulliken_charge:R:1
O 3.846 -0.426 -2.322 -0.684
C 4.958 -4.419 0.893 -0.614
H -2.875 -3.154 1.193 0.334
Cl -2.003 -2.082 -0.741 -0.043
C 3.145 -2.859 0.950 0.409
H 3.224 -4.580 2.179 0.482
O 2.243 0.771 -0.430 -0.584
Cl 0.934 3.021 2.943 -0.181
O -0.396 1.287 1.101 -0.493
H -1.190 4.467 -2.015 0.401
H 0.867 5.555 1.586 0.454
H 3.397 0.136 -2.962 0.328
C -0.781 2.857 -0.650 1.008
C 5.580 -3.646 -0.076 -0.516
O 1.373 -2.965 2.893 -0.657
C 3.734 -2.109 -0.050 0.046
H 6.544 -3.935 -0.472 0.401
C -0.758 4.209 -1.060 -1.125
C -2.787 -2.120 0.855 -0.237
Gd 0.262 -0.474 0.116 0.305
O 1.668 -0.842 1.708 -0.403
C -1.189 1.852 -1.561 -0.203
S 1.587 -2.313 1.637 1.461
C 3.740 -4.016 1.419 -0.597
Cl -1.724 -1.218 1.975 0.023
C 0.302 3.514 1.430 0.473
H -3.753 -1.618 0.784 0.329
As 2.706 -0.717 -0.975 1.008
C -0.170 5.152 -0.266 0.390
C 0.383 4.804 0.982 -0.684
Cl -0.071 6.792 -0.797 -0.231
O 1.325 -1.348 -1.642 -0.549
H 5.414 -1.913 -1.350 0.481
H -1.600 2.207 -2.521 0.317
H 5.415 -5.332 1.240 0.399
O 0.531 -2.612 0.645 -0.306
O -1.112 0.621 -1.376 -0.465
C 4.964 -2.501 -0.563 -0.524
C -0.284 2.472 0.643 0.046
```

Results
LUMO level (alpha / beta)   -0.555 / -0.463 eV
Electronic energy   -173660.2724 eV
2S+1   8
Orbital gap (alpha / beta)   7.7 / 7.8 eV

=====

Record 4
ORCA calculation (ωB97M-V with the def2-TZVPD basis set) on a 2-piece molecular cluster, C36H48N3O3 overall in a non-equilibrium geometry.

Structure (XYZ):
```
90
Properties=species:S:1:pos:R:3:mulliken_charge:R:1
H 1.321 -6.929 2.275 0.285
O 0.509 -4.682 3.830 -0.626
H 3.174 2.133 -0.462 0.499
C 1.563 5.972 -0.691 -0.323
C -1.142 1.142 3.905 -0.500
H -0.487 8.607 -1.429 0.394
H 3.566 2.833 -3.129 0.313
C -0.338 0.755 4.991 -0.541
C 0.258 7.822 -1.565 -0.416
C -2.280 -4.336 1.893 0.822
H -2.316 -0.906 1.825 -0.308
H 1.707 1.163 -5.111 0.347
N -1.467 -5.422 1.976 0.139
H 2.706 0.562 -3.752 0.309
H 2.311 6.542 -3.949 0.434
C -0.527 3.589 -4.571 -1.214
H 1.696 0.303 5.621 0.413
H 3.721 4.475 -1.171 0.591
H -4.812 -1.355 1.980 0.335
N 0.599 3.184 -3.759 0.590
H 1.902 -0.179 0.816 0.342
H -1.604 0.590 -3.336 0.382
H -4.010 -5.010 3.062 0.294
C 0.673 -4.542 2.629 -0.069
H 0.217 2.309 0.170 0.436
H -2.496 -6.863 3.153 0.327
H -0.780 0.630 5.989 0.412
H -4.029 -2.271 3.300 0.358
C 2.179 5.798 -1.933 0.411
H -4.578 -3.424 0.527 0.318
C 1.837 3.748 -3.975 0.042
H -0.523 -7.964 3.201 0.264
C -1.964 -6.760 2.194 -0.768
H 0.059 -4.895 0.615 0.437
H -0.578 4.690 -4.589 0.294
H -2.204 1.355 4.057 0.402
C -3.763 -4.682 2.028 -0.466
H 3.996 5.057 -2.819 0.534
C 0.614 6.981 -0.503 -0.721
O 1.529 -3.633 2.092 -0.369
C 1.738 0.479 -4.257 -1.778
C -0.751 0.466 -4.017 -1.746
C 0.569 0.692 -3.295 2.380
C -4.127 -2.179 2.207 -0.850
H 2.212 -2.897 3.935 0.265
C -4.630 -3.496 1.620 -0.994
C 1.836 6.665 -2.977 -0.031
C 2.123 2.066 -0.765 -0.707
H -1.449 3.209 -4.122 0.447
H -0.094 -0.192 -1.417 0.404
H 0.772 -2.105 3.228 0.281
C 1.036 0.530 4.782 -0.490
H -0.890 -8.557 1.552 0.311
C 0.432 -6.828 1.642 -0.798
H 1.836 5.308 0.134 0.371
H 0.149 7.096 0.478 0.384
C -0.078 -5.370 1.600 0.388
H -2.674 -7.075 1.416 0.329
C 0.885 7.672 -2.804 -0.770
H 1.680 -0.542 -4.657 0.478
C 1.205 0.624 1.042 -0.484
N 1.820 2.548 -1.987 0.940
H 0.533 -1.349 -2.601 0.592
C -2.753 -1.890 1.539 -0.097
H -0.252 2.299 -2.014 0.888
H -0.893 1.128 -4.876 0.395
H -0.778 -0.565 -4.398 0.441
H 0.705 -7.131 0.629 0.403
C 1.757 -2.544 2.998 -0.517
H -5.669 -3.666 1.901 0.400
H -0.436 3.225 -5.608 0.364
H -4.075 -5.542 1.399 0.310
H -2.941 -1.749 0.440 0.202
C -1.811 -3.028 1.740 -0.283
C 1.566 0.550 3.498 -0.567
C 0.595 2.167 -2.710 -1.545
O 2.160 4.422 -4.951 -0.645
C -0.599 1.228 2.628 -0.541
C 1.112 1.669 0.125 -0.041
C 2.703 3.423 -2.766 0.201
H -1.196 1.584 1.790 0.253
H 2.634 0.386 3.315 0.432
H -0.759 -2.772 1.837 0.003
H 1.656 -0.320 -1.716 0.287
C 0.671 -0.340 -2.186 -2.196
C -0.732 -7.667 2.169 -0.570
C 3.223 4.711 -2.116 -1.511
H 2.393 -1.826 2.473 0.263
H 0.634 8.322 -3.644 0.408
C 0.715 0.772 2.385 0.938
```

Results
LUMO level   -5.033 eV
Total charge   +1
Electronic energy   -48716.1634 eV
Orbital gap   4.0 eV

=====

Record 5
ORCA calculation (ωB97M-V with the def2-TZVPD basis set) on a 2-piece molecular cluster, C3H8N2O4 overall in a non-equilibrium geometry.

Structure (XYZ):
```
17
Properties=species:S:1:pos:R:3:mulliken_charge:R:1
N 0.646 -0.368 -1.854 -0.178
C -0.081 1.545 -3.025 -0.524
C -1.120 -0.595 1.554 -0.236
H 1.074 -1.005 2.142 0.367
C 0.361 -0.195 1.873 -0.422
O 1.108 0.373 0.817 -0.199
H -0.125 2.556 -2.736 0.237
O -0.181 0.576 -1.923 -0.051
H -1.657 -2.247 2.705 0.306
H -1.432 0.433 1.642 0.216
O -1.678 -1.326 2.587 -0.535
H -1.015 1.196 -3.439 0.230
H 0.335 0.601 2.605 0.218
H 0.830 1.232 -3.543 0.318
N 1.892 -0.333 -0.120 0.346
H -1.284 -1.040 0.569 0.323
O 2.327 -1.404 0.146 -0.416
```

Results
LUMO level (alpha / beta)   -0.355 / -0.138 eV
Energy relative to the best compared isomer or geometry (same formula, charge and spin)   247.58 kcal per mole
Electronic energy   -14401.6051 eV
Orbital gap (alpha / beta)   8.2 / 8.1 eV

=====

Record 6
ORCA calculation (ωB97M-V with the def2-TZVPD basis set) on C9H15N3O4 as an isolated structure in a non-equilibrium geometry.

Structure (XYZ):
```
31
Properties=species:S:1:pos:R:3:mulliken_charge:R:1
H -0.043 0.356 2.831 0.348
H 4.240 -0.197 -3.749 0.240
N -2.650 1.082 1.007 -0.332
N -0.577 0.021 -0.498 0.086
C -0.191 0.953 0.499 -0.020
H 1.994 1.112 -1.445 0.604
O 0.905 -2.240 0.631 -0.619
H -2.990 1.603 0.088 0.314
C -1.361 1.300 1.438 0.386
C 1.295 -1.518 -0.252 0.459
N 3.450 0.159 -3.154 -0.479
C 2.126 -0.180 -3.035 0.638
H -3.993 -0.149 1.746 0.389
H -1.371 1.439 3.630 0.289
O 1.856 -1.243 -3.582 -0.643
H -1.274 -1.257 2.224 0.164
H 2.721 -2.246 0.032 0.401
H -2.792 -1.167 0.610 0.214
O 2.622 -1.379 -0.602 -0.421
C -2.945 -0.291 1.364 -0.844
H -2.435 -0.918 3.591 0.346
H 3.646 1.435 -2.707 0.296
C 1.277 0.617 -1.977 -0.956
C 0.513 -0.548 -1.130 -0.147
O 1.039 1.195 0.536 -0.691
H -0.120 -1.014 -2.017 0.442
C -1.106 0.677 2.732 -0.721
H -0.966 2.459 1.541 0.288
C -1.997 -0.621 2.600 -0.338
H 0.568 1.178 -2.746 0.220
H -1.441 -0.619 -0.208 0.084
```

Results
LUMO level   0.559 eV
Energy relative to the best compared isomer or geometry (same formula, charge and spin)   142.60 kcal per mole
Electronic energy   -22231.7557 eV
Orbital gap   9.4 eV